[1]
Entry from OMol25: C29H48Cl2GdN3O4SiTe as an isolated structure at a distorted geometry (the ωB97M-V functional and the def2-TZVPD basis).

Structure (XYZ):
```
89
C29H48Cl2GdN3O4SiTe, DFT the ωB97M-V functional and the def2-TZVPD basis
C 2.953 -2.400 -4.747
C 2.728 -1.454 -5.900
H 2.265 -3.258 -4.879
H 2.763 -1.994 -3.734
H 3.994 -2.783 -4.805
C 2.940 -1.826 -7.178
C 3.341 -3.175 -7.599
H 2.954 -1.089 -7.979
H 2.782 -3.956 -7.086
H 4.406 -3.289 -7.387
H 3.210 -3.321 -8.667
Gd 1.641 0.584 -2.501
Cl 3.906 1.835 -3.124
C 0.173 3.508 -3.020
O 0.092 2.248 -2.961
N -0.895 4.292 -3.056
C -2.233 3.700 -3.024
C -0.737 5.743 -3.106
H 1.165 3.988 -3.040
H -2.374 3.094 -2.118
H -2.404 3.063 -3.901
H -2.953 4.519 -3.024
H -0.078 6.079 -2.294
H -1.718 6.207 -3.008
H -0.282 6.048 -4.059
H -2.748 0.793 0.323
H -0.441 2.146 2.573
C -2.099 0.035 0.789
C -0.611 1.059 2.556
N -0.825 0.623 1.191
H -1.947 -0.790 0.082
C 0.078 0.887 0.264
O -0.098 0.494 -0.919
H 0.287 0.575 2.961
H 0.985 1.449 0.575
H -2.572 -0.334 1.699
H -1.500 0.792 3.129
H -0.454 -4.571 0.142
H 0.341 -4.409 -3.515
C -1.155 -4.180 -0.605
C -0.636 -4.226 -3.052
N -0.460 -3.591 -1.745
H -1.769 -3.431 -0.091
C 0.322 -2.519 -1.548
O 0.814 -1.787 -2.451
H -1.244 -3.611 -3.729
H 0.499 -2.278 -0.482
H -1.817 -4.988 -0.929
H -1.137 -5.190 -2.894
O 1.863 0.321 -4.484
C 2.478 0.040 -5.687
C 0.974 0.087 -7.830
C 1.785 0.722 -6.883
H 0.692 -0.955 -7.679
C 0.610 0.730 -9.021
H 3.503 0.495 -5.706
C 2.085 2.068 -7.065
H 0.012 0.213 -9.776
C 1.134 1.998 -9.288
C 1.836 2.686 -8.289
H 2.662 2.516 -6.245
H 1.047 2.434 -10.278
H 2.270 3.677 -8.454
Si -2.042 -0.445 -6.058
Cl -0.695 -2.002 -6.283
C -2.897 -0.073 -7.663
C -1.237 1.287 -5.894
C -2.552 -0.863 -4.322
H -2.933 1.008 -7.842
H -3.931 -0.413 -7.669
H -2.424 -0.519 -8.538
H -1.739 -1.418 -3.810
H -3.450 -1.482 -4.245
H -2.721 0.035 -3.722
H -1.210 1.785 -6.874
H -0.206 1.265 -5.490
H -1.905 1.899 -5.252
Te 3.871 -0.051 -0.496
C 3.099 0.087 1.431
C 2.542 -1.037 2.070
C 2.305 -0.939 3.450
C 2.595 0.227 4.168
C 3.113 1.328 3.481
C 3.385 1.286 2.113
H 2.371 -1.953 1.498
H 1.888 -1.797 3.967
H 2.424 0.286 5.252
H 3.333 2.224 4.044
H 3.847 2.105 1.556
```

- HOMO (alpha / beta): -6.0 / -6.0 eV
- Charge: 0
- Frontier orbital gap (alpha / beta): 5.87 / 5.89 eV
- Spin multiplicity: 8
- ΔE to the lowest compared entry with this formula, charge and spin: 5.2737 eV
- Total energy: -104562.60309 eV
- Expectation value of S²: 15.761

***

[2]
Entry from OMol25: a 3-piece molecular cluster, C29H48F2NO3P overall at a distorted geometry (the ωB97M-V functional and the def2-TZVPD basis).

Structure (XYZ):
```
84
C29H48F2NO3P, DFT the ωB97M-V functional and the def2-TZVPD basis
C 1.823 -0.437 4.867
O 1.196 -1.674 4.471
C 1.194 -1.851 3.040
C 2.585 -2.463 2.480
C 2.509 -2.909 0.941
C 3.160 -1.864 -0.096
C 2.972 -0.370 0.457
C 3.272 0.785 -0.655
C 3.371 2.167 0.207
C 1.870 2.567 0.587
P 1.624 4.307 1.307
C 3.437 4.517 1.857
N 3.462 5.758 2.746
C -0.284 4.194 0.964
C -1.138 4.326 2.340
C -2.707 4.250 1.919
C -3.582 3.338 2.901
C -5.032 3.148 2.204
O -4.922 2.414 0.945
C -4.812 1.019 1.181
C -6.197 0.191 1.170
O -3.742 0.408 1.349
H 1.849 0.364 4.057
H 1.248 0.010 5.753
H 2.899 -0.660 5.210
H 0.361 -2.583 2.733
H 0.924 -0.850 2.570
H 3.465 -1.794 2.742
H 2.736 -3.432 3.086
H 1.429 -3.184 0.716
H 3.131 -3.877 0.860
H 4.283 -2.054 -0.224
H 2.636 -1.959 -1.100
H 1.897 -0.208 0.783
H 3.738 -0.219 1.298
H 2.377 0.839 -1.375
H 4.239 0.579 -1.214
H 4.020 1.887 1.115
H 3.939 2.943 -0.395
H 1.369 1.818 1.279
H 1.276 2.539 -0.401
H 1.717 5.554 0.602
H 1.266 4.381 2.718
H 3.793 3.662 2.538
H 4.162 4.745 1.005
H 4.290 6.330 2.496
H 3.678 5.429 3.700
H -0.598 5.058 0.287
H -0.598 3.193 0.517
H -0.989 5.330 2.853
H -0.867 3.511 3.090
H -2.732 3.723 0.897
H -3.150 5.286 1.758
H -3.138 2.287 3.045
H -3.715 3.803 3.944
H -5.438 4.184 1.914
H -5.785 2.676 2.930
H -5.990 -0.873 1.510
H -6.910 0.726 1.891
H -6.642 0.252 0.119
F 1.027 -0.676 -2.998
C 1.214 -1.569 -3.981
C 1.367 -2.903 -3.655
C 1.556 -3.838 -4.667
C 1.600 -3.422 -5.995
C 1.451 -2.074 -6.311
C 1.251 -1.142 -5.298
H 1.337 -3.206 -2.615
H 1.669 -4.888 -4.422
H 1.752 -4.150 -6.785
H 1.490 -1.750 -7.345
H 1.123 -0.090 -5.525
F -1.433 -6.132 -5.451
C -2.257 -5.632 -4.517
C -3.297 -4.800 -4.901
C -4.153 -4.286 -3.934
C -3.955 -4.602 -2.592
C -2.905 -5.434 -2.218
C -2.054 -5.957 -3.186
H -3.431 -4.559 -5.949
H -4.974 -3.640 -4.224
H -4.621 -4.197 -1.837
H -2.749 -5.676 -1.172
H -1.236 -6.614 -2.913
```

- HOMO: -7.7 eV
- Charge: 0
- Frontier orbital gap: 8.23 eV
- SMILES: COCCCCCCCC[PH2](CN)CCCCCOC(C)=O.Fc1ccccc1.Fc1ccccc1
- Spin multiplicity: 1
- Total energy: -53201.50910 eV

***

[3]
Entry from OMol25: a 8-piece molecular cluster, C29H48FNO23S overall at a distorted geometry (the ωB97M-V functional and the def2-TZVPD basis).

Structure (XYZ):
```
103
C29H48FNO23S, DFT the ωB97M-V functional and the def2-TZVPD basis
N -2.030 3.842 -2.213
C -1.903 3.082 -1.226
C -1.461 1.594 -1.344
C 0.035 1.502 -1.516
C 0.600 0.844 -2.512
S -0.284 -0.065 -3.784
C 2.151 0.865 -2.580
O 2.760 1.048 -3.570
C 2.821 0.691 -1.226
C 2.250 1.347 -0.254
F 2.745 1.292 0.967
C 0.988 2.164 -0.528
O 0.778 3.203 -0.014
H -1.786 3.333 -3.070
H -2.159 3.504 -0.246
H -1.789 1.117 -0.407
H -2.010 1.200 -2.202
H -0.215 -1.343 -3.315
H 3.706 0.075 -1.094
C 7.531 5.870 0.814
O 6.537 4.884 0.534
C 5.366 5.386 0.130
O 5.108 6.553 -0.007
O 4.536 4.366 -0.097
C 3.232 4.755 -0.539
H 8.427 5.343 1.130
H 7.760 6.450 -0.079
H 7.206 6.525 1.622
H 3.293 5.290 -1.487
H 2.735 5.364 0.214
H 2.665 3.858 -0.687
C -2.592 2.334 3.434
O -2.605 0.960 3.033
C -3.563 0.226 3.603
O -4.377 0.622 4.396
O -3.456 -1.020 3.140
C -4.423 -1.933 3.668
H -1.774 2.818 2.904
H -3.524 2.825 3.157
H -2.417 2.426 4.504
H -5.432 -1.619 3.405
H -4.318 -2.021 4.749
H -4.229 -2.903 3.218
C 2.329 1.098 -6.881
O 1.735 -0.163 -7.164
C 2.452 -0.979 -7.935
O 3.532 -0.738 -8.410
O 1.767 -2.114 -8.091
C 2.428 -3.086 -8.905
H 1.637 1.651 -6.251
H 3.263 0.965 -6.337
H 2.499 1.662 -7.798
H 3.376 -3.382 -8.459
H 2.584 -2.704 -9.913
H 1.778 -3.957 -8.957
C 6.638 -1.564 -10.619
O 6.002 -2.822 -10.860
C 6.704 -3.654 -11.631
O 7.783 -3.432 -12.116
O 5.998 -4.782 -11.772
C 6.633 -5.772 -12.581
H 5.973 -0.982 -9.985
H 7.585 -1.705 -10.099
H 6.791 -1.026 -11.554
H 7.580 -6.080 -12.139
H 6.787 -5.401 -13.593
H 5.968 -6.631 -12.619
C -6.040 6.708 7.770
O -6.685 5.458 7.522
C -6.012 4.648 6.699
O -4.952 4.891 6.180
O -6.717 3.527 6.554
C -6.108 2.560 5.691
H -6.679 7.271 8.446
H -5.073 6.554 8.247
H -5.924 7.271 6.845
H -5.147 2.242 6.084
H -5.996 2.962 4.685
H -6.769 1.698 5.650
C -3.891 -6.157 6.853
O -4.968 -5.288 6.501
C -5.530 -4.662 7.540
O -5.206 -4.776 8.692
O -6.511 -3.887 7.072
C -7.206 -3.149 8.079
H -3.518 -6.604 5.934
H -3.084 -5.593 7.320
H -4.235 -6.953 7.511
H -6.528 -2.472 8.596
H -7.686 -3.823 8.788
H -7.973 -2.564 7.578
C 0.252 -5.236 5.517
O 0.492 -4.704 4.216
C 0.158 -3.416 4.093
O -0.306 -2.723 4.961
O 0.417 -3.035 2.841
C 0.090 -1.669 2.577
H 0.554 -6.281 5.507
H 0.843 -4.713 6.267
H -0.809 -5.182 5.760
H 0.677 -1.002 3.208
H -0.975 -1.493 2.722
H 0.338 -1.468 1.536
```

- HOMO: -10.1 eV
- Charge: 0
- Frontier orbital gap: 8.78 eV
- SMILES: [H]/N=C\CC1=C(S)C(=O)C=C(F)C1=O.COC(=O)OC.COC(=O)OC.COC(=O)OC.COC(=O)OC.COC(=O)OC.COC(=O)OC.COC(=O)OC
- Spin multiplicity: 1
- ΔE to the lowest compared entry with this formula, charge and spin: 0.5808 eV
- Total energy: -92984.29681 eV

***

[4]
Entry from OMol25: a 2-piece molecular cluster, C29H48O6 overall at a distorted geometry (the ωB97M-V functional and the def2-TZVPD basis).

Structure (XYZ):
```
83
C29H48O6, DFT the ωB97M-V functional and the def2-TZVPD basis
C -3.028 2.814 -0.394
C -2.947 3.247 -1.838
C -1.959 2.452 -2.680
C -2.531 1.153 -3.233
C -2.143 -0.062 -2.421
O -0.853 -0.529 -2.803
C -0.981 -1.599 -3.592
O -0.107 -2.073 -4.198
O -2.236 -2.030 -3.604
C -3.010 -1.293 -2.644
C -3.310 -2.152 -1.443
C -2.129 -2.912 -0.825
O -1.966 -2.743 0.574
C -1.220 -1.603 0.960
C -1.046 -1.657 2.467
O 0.311 -1.618 2.880
C 1.036 -0.483 2.589
C 2.203 -0.647 1.835
C 3.004 0.461 1.541
C 2.688 1.750 1.985
C 3.544 2.969 1.654
C 3.691 3.844 2.908
C 2.800 3.814 0.622
C 4.982 2.572 1.245
C 5.430 2.506 -0.228
C 5.580 3.915 -0.819
C 4.535 1.652 -1.135
C 6.826 1.859 -0.209
C 1.526 1.877 2.762
C 0.704 0.779 3.062
H -2.059 2.863 0.072
H -3.416 1.806 -0.284
H -3.700 3.458 0.159
H -2.642 4.287 -1.860
H -3.937 3.205 -2.281
H -1.107 2.200 -2.056
H -1.571 3.070 -3.477
H -3.613 1.219 -3.256
H -2.167 1.007 -4.242
H -2.160 0.214 -1.377
H -3.941 -0.994 -3.112
H -3.796 -1.540 -0.692
H -4.038 -2.889 -1.755
H -2.303 -3.969 -0.957
H -1.197 -2.692 -1.337
H -1.738 -0.694 0.669
H -0.252 -1.599 0.466
H -1.438 -2.602 2.809
H -1.629 -0.884 2.956
H 2.472 -1.625 1.483
H 3.886 0.288 0.957
H 4.065 3.262 3.741
H 4.413 4.625 2.708
H 2.770 4.339 3.178
H 3.408 4.632 0.266
H 2.452 3.243 -0.225
H 1.924 4.250 1.086
H 5.672 3.244 1.736
H 5.176 1.601 1.679
H 4.765 4.157 -1.488
H 5.575 4.672 -0.048
H 6.491 3.994 -1.394
H 4.591 2.017 -2.152
H 4.892 0.631 -1.163
H 3.502 1.618 -0.830
H 7.587 2.592 0.029
H 6.900 1.087 0.546
H 7.069 1.450 -1.181
H 1.231 2.836 3.147
H -0.164 0.911 3.682
C -4.209 -6.742 0.824
C -5.018 -5.790 1.707
C -4.981 -4.507 0.885
O -4.932 -4.918 -0.485
C -4.650 -6.315 -0.571
H -4.403 -7.795 1.019
H -3.140 -6.561 0.957
H -6.044 -6.150 1.808
H -4.603 -5.658 2.704
H -4.088 -3.916 1.113
H -5.861 -3.879 1.030
H -5.557 -6.844 -0.881
H -3.883 -6.473 -1.331
```

- HOMO: -8.6 eV
- Charge: 0
- Frontier orbital gap: 9.21 eV
- SMILES: CCCC[C@@H]1OC(=O)O[C@H]1CCOCCOc1ccc(C(C)(C)CC(C)(C)C)cc1.C1CCOC1
- Spin multiplicity: 1
- ΔE to the lowest compared entry with this formula, charge and spin: 0.0000 eV
- Total energy: -43135.91436 eV

***

[5]
Entry from OMol25: C29H49As3Cl2CrN2O4PS3 as an isolated structure (the ωB97M-V functional and the def2-TZVPD basis).

Structure (XYZ):
```
94
C29H49As3Cl2CrN2O4PS3, DFT the ωB97M-V functional and the def2-TZVPD basis
Cr 0.371 0.523 0.186
C -1.068 -2.955 -0.550
As -0.820 -1.180 -1.300
C -2.612 -0.730 -1.885
C -0.026 -1.625 -3.037
C 1.476 -1.956 -3.100
C 1.903 -2.869 -1.947
C 2.326 -0.680 -3.090
As 2.385 0.373 -1.440
C 3.964 -0.303 -0.545
C 3.099 1.991 -2.230
C 1.742 -2.698 -4.423
As 1.227 -1.751 -6.084
C -0.522 -2.593 -6.383
C 2.232 -2.939 -7.278
H -1.093 -3.688 -1.356
H -2.001 -2.975 0.005
H -0.248 -3.172 0.132
H -3.031 -1.535 -2.488
H -2.577 0.191 -2.465
H -3.230 -0.569 -1.003
H -0.250 -0.790 -3.710
H -0.603 -2.484 -3.391
H 1.750 -2.405 -0.967
H 2.965 -3.111 -2.035
H 1.346 -3.808 -1.964
H 1.980 0.005 -3.868
H 3.365 -0.931 -3.327
H 4.797 -0.380 -1.244
H 3.741 -1.270 -0.102
H 4.216 0.391 0.256
H 4.004 1.757 -2.791
H 3.328 2.702 -1.440
H 2.354 2.420 -2.897
H 1.235 -3.668 -4.415
H 2.815 -2.897 -4.510
H -1.280 -2.136 -5.750
H -0.479 -3.664 -6.182
H -0.807 -2.437 -7.423
H 3.298 -2.735 -7.182
H 1.937 -2.750 -8.309
H 2.042 -3.985 -7.036
Cl 0.885 -2.017 6.822
C 0.908 -1.760 5.096
C 1.876 -2.376 4.326
C 1.894 -2.122 2.968
Cl 3.115 -2.895 1.996
C 0.970 -1.272 2.339
O 1.119 -0.998 1.053
C -0.066 -0.752 3.137
C -1.247 -0.010 2.552
O -1.050 0.690 1.395
C -0.052 -0.959 4.511
H 2.616 -3.026 4.770
H -1.675 0.625 3.332
H -0.825 -0.511 5.118
C -3.218 -1.450 7.066
C -3.487 -2.075 5.732
C -4.157 -3.283 5.595
C -4.318 -3.767 4.309
N -3.838 -3.146 3.239
C -3.204 -1.996 3.478
S -2.609 -1.192 2.036
N -3.031 -1.420 4.663
H -3.818 -1.905 7.852
H -3.421 -0.381 7.023
H -2.162 -1.575 7.316
H -4.539 -3.818 6.453
H -4.845 -4.698 4.126
C 2.952 5.351 0.118
C 1.563 5.644 -0.410
C 1.407 5.396 -1.896
O 0.547 4.949 0.352
P 0.182 3.422 0.565
S 1.658 2.309 1.324
S -0.472 2.494 -1.092
O -0.954 3.606 1.638
C -2.382 3.536 1.367
C -3.049 3.395 2.716
C -2.828 4.775 0.617
H 3.666 6.017 -0.369
H 3.247 4.321 -0.076
H 2.997 5.519 1.193
H 1.324 6.688 -0.201
H 1.640 4.365 -2.148
H 2.085 6.053 -2.443
H 0.386 5.605 -2.214
H -2.548 2.637 0.774
H -2.854 4.273 3.333
H -2.678 2.514 3.236
H -4.127 3.291 2.583
H -2.592 5.670 1.195
H -3.906 4.738 0.452
H -2.337 4.843 -0.353
```

- HOMO (alpha / beta): -7.5 / -7.6 eV
- Charge: 0
- Frontier orbital gap (alpha / beta): 7.88 / 8.16 eV
- Spin multiplicity: 4
- ΔE to the lowest compared entry with this formula, charge and spin: 0.0322 eV
- Total energy: -319820.91770 eV
- Expectation value of S²: 3.794